{"formula": "C30H33ClN4O2PbS6", "method": "ωB97M-V with the def2-TZVPD basis set", "symbols": ["C", "C", "H", "H", "C", "H", "H", "S", "H", "C", "C", "C", "H", "Pb", "C", "H", "H", "C", "C", "H", "S", "H", "H", "C", "H", "N", "Cl", "C", "N", "C", "H", "H", "H", "H", "C", "C", "H", "C", "C", "C", "H", "N", "H", "C", "C", "N", "C", "C", "H", "S", "H", "C", "H", "C", "H", "C", "H", "C", "C", "C", "C", "O", "H", "H", "H", "C", "S", "H", "S", "C", "H", "H", "H", "H", "S", "H", "O"], "xyz": [[2.18, 2.05, -8.77], [-0.90, 3.47, -0.71], [0.38, -3.52, 2.17], [-2.19, 1.53, -2.85], [-2.05, 0.63, -2.27], [-1.01, 4.55, -0.88], [1.23, -1.17, -1.20], [0.89, 0.82, -2.52], [0.37, -7.58, 4.58], [-0.19, -4.44, 2.14], [-0.61, -6.67, 3.02], [-2.22, 2.80, -0.47], [-0.41, 3.07, -1.61], [-0.15, 0.44, 1.73], [1.86, -0.44, -1.66], [1.56, 2.24, 7.68], [1.01, -5.40, 3.64], [1.78, 2.40, -6.39], [1.95, 3.25, 0.10], [2.90, 2.81, 1.94], [2.68, 0.65, 1.02], [-3.00, 3.13, -1.14], [1.50, 0.56, -7.44], [1.76, 1.62, -7.55], [-0.83, -0.13, -3.87], [-1.65, -2.07, 1.52], [0.32, -0.47, 7.73], [1.04, 2.99, 5.77], [-2.83, -0.50, 2.71], [0.16, -5.49, 3.01], [2.24, 1.32, -9.60], [0.34, 3.47, 3.81], [1.95, 2.93, -0.99], [-2.71, -5.87, 0.40], [-0.44, 0.70, 5.35], [-1.62, -6.77, 2.05], [3.58, 0.78, -1.27], [2.93, 2.49, 0.90], [1.57, 1.83, -5.09], [-1.90, -5.74, 1.19], [-0.73, -1.01, -2.32], [-0.36, -7.66, 3.93], [-4.28, 0.68, 3.57], [-1.27, -4.49, 1.30], [2.50, 3.43, -8.97], [-0.33, 1.61, 4.37], [0.28, 0.82, 6.58], [0.38, 2.76, 4.62], [2.31, -0.91, -2.52], [-3.65, -2.90, 3.37], [2.18, 4.31, 0.13], [-4.54, -1.53, 3.83], [3.95, 2.70, 0.60], [2.96, 0.04, -0.72], [-2.91, -0.07, -2.37], [-3.96, -0.35, 3.42], [1.51, 3.96, 5.99], [2.39, 4.25, -7.84], [1.45, 1.03, -4.17], [0.97, 2.05, 6.79], [-0.79, 0.00, -2.76], [-0.56, -2.76, -0.60], [2.07, 4.49, -5.75], [-2.24, -7.70, 1.88], [3.60, -0.81, -0.47], [-2.64, -1.77, 2.32], [0.22, 3.26, 0.74], [2.47, 5.34, -7.83], [-1.67, -3.12, 0.28], [2.06, 3.77, -6.60], [2.70, 3.87, -9.95], [-1.06, -8.42, 3.94], [-2.59, 3.13, 0.50], [-5.54, -1.71, 4.18], [-2.21, 0.97, -0.43], [-1.15, -0.14, 5.13], [-2.98, -3.39, -0.33]], "gap_ev": 5.2, "energy_ev": -124463.4178, "total_charge": 2, "e_above_lowest_kj_mol": 131.4, "lumo_energy_ev": -6.082}



{"formula": "C30H33ClN4O4PRh", "method": "ωB97M-V with the def2-TZVPD basis set", "symbols": ["C", "H", "H", "C", "H", "H", "H", "H", "O", "H", "C", "C", "C", "P", "C", "Rh", "C", "H", "Cl", "C", "H", "H", "C", "H", "O", "H", "C", "H", "C", "H", "N", "H", "C", "C", "H", "H", "C", "C", "C", "H", "C", "C", "N", "C", "H", "H", "H", "H", "C", "C", "C", "H", "C", "C", "N", "H", "H", "N", "H", "C", "C", "C", "C", "H", "H", "H", "H", "C", "H", "O", "H", "C", "H", "O"], "xyz": [[-0.91, -2.97, -2.26], [-1.23, 1.16, 5.22], [6.07, 1.44, -0.35], [-4.61, -0.66, 0.62], [0.18, 4.99, 0.51], [-2.57, 5.76, -0.59], [6.86, -0.87, -0.76], [-2.22, 4.08, -4.12], [0.03, -6.07, -2.77], [0.88, 3.13, 1.08], [-2.48, -1.66, 1.17], [1.25, -0.44, 2.72], [1.21, -5.62, -2.54], [-0.69, -1.55, 1.12], [3.55, -1.36, -1.24], [-0.19, -0.42, -1.00], [4.91, -1.64, -1.15], [5.29, -2.62, -1.33], [4.13, -4.60, -1.81], [1.73, 0.29, 3.80], [2.07, 0.20, -1.09], [-2.80, 4.63, -2.55], [-3.23, -0.62, 0.62], [-5.04, -3.66, 2.15], [-1.57, -3.97, -2.53], [-6.34, -1.81, 1.17], [0.01, 2.54, 0.79], [1.95, -0.88, 2.02], [-0.29, 2.70, -0.67], [-0.24, -3.55, 2.37], [-0.45, 3.91, -1.17], [3.65, 1.95, -0.51], [-2.14, 3.91, -3.04], [3.11, -0.06, -1.00], [-0.64, 1.77, -2.37], [-0.03, 3.44, -3.17], [4.01, 0.94, -0.68], [-3.14, -2.76, 1.72], [-0.51, 5.11, -0.32], [-2.09, -0.15, 3.30], [-1.91, 5.42, 0.20], [0.59, -3.11, -2.09], [1.27, -2.03, -1.73], [-0.13, -0.60, 2.55], [-2.50, 2.91, -2.82], [-0.69, -5.33, -2.72], [-1.86, 6.21, 0.95], [-2.72, 0.24, 0.18], [2.72, -3.69, -1.87], [-5.26, -1.76, 1.17], [5.80, -0.63, -0.82], [-0.36, 5.12, -2.85], [-0.54, 0.71, 4.51], [1.46, -4.21, -2.20], [2.57, -2.38, -1.58], [-2.58, -3.58, 2.16], [-5.18, 0.15, 0.19], [-0.40, 1.60, -1.41], [-0.14, 5.94, -0.91], [-0.02, -3.22, 1.35], [-0.69, 4.11, -2.61], [5.37, 0.66, -0.59], [-4.53, -2.81, 1.72], [1.21, 1.44, 5.53], [1.06, -3.21, 1.22], [-0.83, 2.85, 1.40], [0.22, 1.50, 1.01], [0.83, 0.87, 4.69], [2.79, 0.41, 3.94], [-1.39, -1.81, -2.09], [-0.47, -3.91, 0.64], [-1.02, -0.02, 3.44], [-2.36, 4.54, 0.67], [2.18, -6.40, -2.57]], "gap_ev": [7.2, 3.9], "energy_ev": -70599.2188, "total_charge": 2, "e_above_lowest_kj_mol": 76.6, "spin_multiplicity": 5, "lumo_energy_ev": [-6.282, -10.309], "s_squared": 6.01}



F_max for the records above, in order: 3.35, 3.07 eV Å⁻¹